[1]
The molecule C3H5N3O, computed with ωB97M-V with the def2-TZVPD basis set.

Properties
- ΔE to the lowest compared entry with this formula, charge and spin (kcal per mole) = 67.6
- total charge = 0
- highest occupied orbital energy (eV) = -8.7

Each line ends with the natural charge from an NBO analysis.
Atoms and positions in Å:
1 N -0.01 -0.98 1.60  -0.8234
2 C 0.24 -0.37 0.35  0.4440
3 C -0.57 -0.49 -0.85  0.1665
4 N -0.47 0.78 -1.48  -0.6372
5 C 0.43 1.62 -0.90  0.1961
6 O 0.65 -1.20 -0.73  -0.4778
7 N 0.78 0.96 0.24  -0.6407
8 H 0.71 -0.79 2.29  0.3729
9 H -0.91 -0.72 1.98  0.3807
10 H -1.47 -1.09 -0.96  0.1997
11 H -0.86 0.98 -2.39  0.4110
12 H 1.49 1.31 0.85  0.4080

[2]
An isolated ion of composition C8H13N2 and charge +1, computed with ωB97M-V with the def2-TZVPD basis set.

Properties
- ΔE to the lowest compared entry with this formula, charge and spin (kcal per mole) = 132.7
- total charge = +1
- highest occupied orbital energy (eV) = -13.0
- structure (SMILES) = C=C/C=N/C=C=[N+](C)CC

Each line ends with the natural charge from an NBO analysis.
Atoms and positions in Å:
1 C -4.20 -0.26 0.23  -0.2913
2 C -0.76 -0.80 -1.12  -0.0220
3 C -2.90 0.06 -0.33  0.2002
4 C 0.46 -0.57 -0.58  0.3480
5 C -5.17 0.58 0.46  -0.2237
6 C 2.32 1.85 0.23  -0.5877
7 C 2.08 -1.92 0.62  -0.4299
8 C 2.63 0.35 -0.23  -0.2394
9 N -2.08 -0.76 -0.76  -0.4177
10 N 1.61 -0.65 -0.05  -0.2908
11 H -4.46 -1.29 0.32  0.2296
12 H -0.53 -1.13 -2.24  0.2825
13 H -6.06 0.34 0.87  0.2142
14 H -5.03 1.53 0.02  0.1935
15 H 3.17 2.47 0.04  0.2423
16 H 1.41 2.23 -0.09  0.2161
17 H 2.14 1.71 1.23  0.2075
18 H 3.12 -2.19 0.16  0.2367
19 H 2.29 -1.52 1.66  0.2358
20 H 1.58 -2.86 0.57  0.2562
21 H 3.48 0.16 0.44  0.2292
22 H 3.06 0.35 -1.28  0.2364
23 H -2.58 1.14 -0.56  0.1744

[3]
C32H42F3GeN5O5SSeSiW as an isolated structure, computed with ωB97M-V with the def2-TZVPD basis set.

Properties
- ⟨S²⟩ = 2.44
- ΔE to the lowest compared entry with this formula, charge and spin (kcal per mole) = 102.6
- total charge = -2
- 2S+1 = 3
- highest occupied orbital energy (spin up / spin down) (eV) = -0.8 / -1.5

Each line ends with the Löwdin spin population.
Atoms and positions in Å:
1 W -0.50 -0.20 -0.33  1.4565
2 O 6.85 -3.41 1.59  -0.0016
3 C 5.80 -3.58 0.71  -0.0082
4 O 5.85 -4.54 -0.04  -0.0115
5 C 4.74 -2.58 0.76  0.0096
6 C 3.73 -2.69 -0.16  0.1219
7 C 2.65 -1.69 -0.30  0.0456
8 C 2.55 -0.72 0.84  0.1362
9 C 3.63 -0.65 1.73  -0.0221
10 C 4.71 -1.50 1.68  0.1787
11 N 1.42 0.02 0.90  -0.0926
12 C 1.22 0.84 1.98  -0.0516
13 C 0.15 1.69 1.99  -0.0523
14 C -0.14 2.56 3.08  -0.0185
15 C -1.13 3.48 2.99  -0.0216
16 C -1.86 3.56 1.77  -0.0526
17 C -1.61 2.64 0.79  0.0011
18 N -0.68 1.67 0.84  -0.0758
19 H 6.68 -2.62 2.12  0.0005
20 H 3.73 -3.51 -0.87  0.0055
21 H 2.83 -1.16 -1.25  0.0251
22 H 3.64 0.12 2.49  -0.0074
23 H 5.51 -1.32 2.40  0.0143
24 H 1.89 0.83 2.83  -0.0047
25 H 0.45 2.44 3.98  0.0000
26 H -1.37 4.14 3.82  -0.0003
27 H -2.62 4.31 1.64  -0.0032
28 H -2.22 2.66 -0.11  0.0009
29 Se 1.45 0.88 -2.06  0.0444
30 C 3.10 0.34 -2.91  0.0271
31 C 3.07 -0.02 -4.26  0.0074
32 C 4.25 -0.32 -4.90  0.0013
33 N 5.44 -0.30 -4.32  0.0064
34 C 5.47 0.03 -3.03  0.0009
35 C 4.35 0.38 -2.29  0.0071
36 H 2.12 -0.05 -4.77  0.0008
37 H 4.25 -0.58 -5.95  0.0001
38 H 6.45 0.03 -2.58  0.0000
39 H 4.45 0.65 -1.25  0.0005
40 N -1.25 -1.38 -1.76  0.0107
41 C -1.24 -2.03 -2.77  0.1694
42 N -1.73 -2.97 -3.55  0.0392
43 C -2.57 -4.04 -3.02  0.0106
44 C -1.73 -5.28 -2.71  0.0017
45 O -0.99 -5.69 -3.85  0.0005
46 C -0.12 -4.66 -4.27  0.0015
47 C -0.93 -3.42 -4.68  0.0104
48 H -3.34 -4.27 -3.77  0.0015
49 H -3.05 -3.67 -2.11  0.0000
50 H -2.37 -6.12 -2.44  0.0005
51 H -1.05 -5.05 -1.88  0.0004
52 H 0.45 -5.06 -5.11  0.0001
53 H 0.57 -4.38 -3.46  0.0010
54 H -1.61 -3.66 -5.51  0.0004
55 H -0.26 -2.61 -4.98  0.0033
56 S 0.97 -2.42 -0.62  0.0319
57 C -4.48 0.72 -0.09  -0.0050
58 Si -3.02 -0.45 0.58  0.0070
59 C -4.06 -2.11 0.41  -0.0048
60 C -3.26 -0.02 2.48  0.0034
61 H -5.41 0.52 0.43  -0.0010
62 H -4.66 0.55 -1.15  0.0001
63 H -4.26 1.77 0.03  0.0000
64 H -4.82 -2.19 1.19  -0.0008
65 H -3.41 -2.97 0.49  -0.0002
66 H -4.57 -2.17 -0.55  0.0000
67 H -4.28 -0.15 2.82  0.0001
68 H -2.98 1.02 2.67  0.0002
69 H -2.62 -0.63 3.10  0.0001
70 F -0.61 -2.37 4.43  0.0002
71 C -1.01 -3.18 3.44  0.0025
72 F -2.29 -3.52 3.74  0.0008
73 F -0.30 -4.31 3.57  0.0000
74 C -0.93 -2.54 1.99  0.0063
75 O -1.32 -3.25 1.08  0.0090
76 O -0.53 -1.36 1.96  0.0482
77 C 0.51 3.43 -3.84  0.0012
78 Ge -1.14 3.01 -2.80  -0.0003
79 C -1.33 4.70 -1.72  0.0005
80 C -2.57 3.16 -4.24  -0.0026
81 C -1.46 1.20 -2.02  -0.0211
82 H 0.34 4.31 -4.45  0.0000
83 H 0.80 2.61 -4.49  -0.0003
84 H 1.35 3.60 -3.18  0.0004
85 H -1.15 5.54 -2.38  0.0001
86 H -0.60 4.72 -0.93  -0.0003
87 H -2.31 4.83 -1.28  -0.0002
88 H -2.53 4.13 -4.72  -0.0004
89 H -3.57 3.00 -3.85  0.0000
90 H -2.40 2.40 -5.00  0.0000
91 H -1.37 0.60 -2.95  0.0027
92 H -2.55 1.20 -1.82  0.0031

[4]
C7H6O5Pb as an isolated structure, computed with ωB97M-V with the def2-TZVPD basis set.

Properties
- ΔE to the lowest compared entry with this formula, charge and spin (kcal per mole) = 104.2
- total charge = +2
- highest occupied orbital energy (eV) = -16.2

Each line ends with the Löwdin charge.
Atoms and positions in Å:
1 O -3.77 0.11 0.58  0.2189
2 C -2.79 0.39 -0.01  -0.0751
3 Pb -0.95 0.88 -1.09  1.1489
4 O -1.60 4.16 -0.56  0.2691
5 C -1.40 3.07 -0.75  -0.0526
6 C -1.82 -0.03 -2.93  -0.0494
7 O -2.25 -0.53 -3.85  0.2636
8 C 0.81 1.48 -2.26  -0.0750
9 O 1.77 1.77 -2.87  0.2187
10 C 0.57 -2.29 1.22  0.0370
11 C 0.95 -0.90 1.09  -0.4352
12 C 2.01 -0.14 1.74  0.0383
13 O 0.27 -0.24 0.30  -0.2195
14 H 1.27 -2.70 1.94  0.1025
15 H 0.64 -2.80 0.24  0.1288
16 H -0.48 -2.37 1.57  0.1265
17 H 2.70 0.28 0.98  0.1313
18 H 1.58 0.71 2.31  0.1337
19 H 2.50 -0.84 2.38  0.0897

[5]
An isolated ion of composition HN2O3S and charge -1, computed with ωB97M-V with the def2-TZVPD basis set.

Properties
- ΔE to the lowest compared entry with this formula, charge and spin (kcal per mole) = 51.4
- total charge = -1
- highest occupied orbital energy (eV) = -4.7
- structure (SMILES) = [H]/N=N/S(=O)(=O)[O-]

Each line ends with the natural charge from an NBO analysis.
Atoms and positions in Å:
1 N -1.37 -0.57 -0.41  -0.2843
2 N -0.81 0.24 0.31  -0.3693
3 O 1.46 0.45 1.45  -1.0046
4 O 1.13 -1.12 -0.36  -1.0017
5 O 1.18 1.32 -0.85  -1.0016
6 S 0.96 0.20 0.09  2.4296
7 H -2.56 -0.52 -0.24  0.2319

[6]
C33H46P2SiSn as an isolated structure, computed with ωB97M-V with the def2-TZVPD basis set.

Properties
- total charge = 0
- highest occupied orbital energy (spin up / spin down) (eV) = -5.9 / -4.3

Each line ends with the Löwdin charge.
Atoms and positions in Å:
1 P -0.35 -2.62 -3.72  0.9402
2 P 0.30 0.92 -4.18  0.6890
3 C -1.17 -1.49 -4.93  -0.2865
4 C -0.26 -0.36 -5.45  -0.2765
5 H -2.09 -1.09 -4.49  0.0846
6 H -1.47 -2.14 -5.77  0.0882
7 H 0.66 -0.76 -5.91  0.0835
8 H -0.80 0.17 -6.24  0.0770
9 C -0.71 2.31 -5.18  -0.2372
10 H -0.54 3.29 -4.71  0.0337
11 H -1.79 2.10 -5.20  0.0278
12 H -0.35 2.35 -6.22  0.0240
13 C 1.76 1.92 -4.83  -0.1898
14 H 1.75 1.88 -5.93  0.0414
15 H 2.74 1.56 -4.50  0.0283
16 H 1.65 2.96 -4.52  0.0533
17 C -1.56 -3.62 -2.85  -0.1563
18 H -1.11 -4.08 -1.96  0.0743
19 H -1.90 -4.41 -3.53  0.0744
20 H -2.43 -3.02 -2.55  0.0719
21 C 0.68 -3.73 -4.71  -0.1719
22 H 1.49 -3.18 -5.21  0.0668
23 H 0.07 -4.21 -5.48  0.0595
24 H 1.11 -4.49 -4.06  0.0627
25 Sn -0.11 -1.58 1.24  0.9837
26 C 0.07 1.87 -2.42  -0.2464
27 C -1.04 1.08 -2.96  -0.3526
28 C -1.40 -0.16 -2.15  -0.1885
29 C -0.20 -1.05 -1.76  -0.3717
30 C 0.75 -1.50 -2.91  -0.3789
31 C 1.51 -0.28 -3.41  -0.3719
32 C 2.19 0.45 -2.25  -0.1761
33 C 1.24 1.50 -1.58  -0.2057
34 C -0.37 -3.34 2.55  -0.3846
35 H -0.03 2.95 -2.56  0.1019
36 H -1.93 1.61 -3.31  0.1120
37 H -2.18 -0.74 -2.66  0.0706
38 H -1.89 0.17 -1.21  0.1100
39 H 0.41 -0.53 -1.02  -0.0392
40 H -0.62 -1.94 -1.22  -0.0420
41 H 1.51 -2.17 -2.49  0.1246
42 H 2.24 -0.57 -4.18  0.1189
43 H 3.06 1.00 -2.62  0.0990
44 H 2.56 -0.26 -1.51  0.1094
45 H 0.96 1.21 -0.55  0.0676
46 H 1.85 2.41 -1.44  0.1143
47 H 0.57 -3.49 3.11  -0.0232
48 H -0.59 -4.20 1.90  -0.0414
49 H -1.20 -3.14 3.24  -0.0287
50 C -0.82 4.75 2.46  -0.0980
51 C 0.22 4.10 1.80  -0.0869
52 C 0.42 2.72 1.99  -0.1016
53 C -0.44 1.99 2.83  -0.2990
54 C -1.45 2.66 3.52  -0.0959
55 C -1.65 4.04 3.34  -0.0888
56 Si -0.12 0.17 3.13  0.5018
57 C 1.53 0.13 4.00  -0.3119
58 C 2.58 -0.75 3.68  -0.1067
59 C 3.78 -0.71 4.41  -0.0916
60 C 3.95 0.22 5.44  -0.0946
61 C 2.91 1.11 5.75  -0.0837
62 C 1.71 1.06 5.04  -0.1048
63 C -1.42 -0.44 4.34  -0.3306
64 C -1.06 -0.87 5.63  -0.0849
65 C -2.03 -1.38 6.50  -0.0862
66 C -3.36 -1.48 6.10  -0.0980
67 C -3.74 -1.04 4.83  -0.0938
68 C -2.78 -0.51 3.95  -0.1272
69 H -0.99 5.82 2.30  0.0996
70 H 0.88 4.65 1.13  0.1001
71 H 1.26 2.23 1.50  0.0939
72 H -2.10 2.12 4.22  0.0948
73 H -2.44 4.55 3.88  0.0995
74 H 2.45 -1.47 2.87  0.0674
75 H 4.58 -1.40 4.17  0.0984
76 H 4.88 0.25 6.00  0.0998
77 H 3.03 1.84 6.55  0.1003
78 H 0.91 1.77 5.29  0.1102
79 H -0.01 -0.80 5.95  0.0968
80 H -1.73 -1.70 7.50  0.0988
81 H -4.11 -1.91 6.78  0.0979
82 H -4.78 -1.11 4.51  0.0985
83 H -3.09 -0.16 2.96  0.1031

| no. | molar mass (g/mol) | strongest force on any atom (eV Å⁻¹) | E (eV) |
| --- | --- | --- | --- |
| 1 | 99.09 | 0.5 | -9707.65248 |
| 2 | 137.21 | 4.6 | -11475.73370 |
| 3 | 1029.28 | 4.2 | -202106.14018 |
| 4 | 377.32 | 13.3 | -22816.53185 |
| 5 | 109.09 | 3.3 | -19974.09085 |
| 6 | 651.48 | 3.9 | -67246.32513 |